54
Properties=species:S:1:pos:R:3:lowdin_charge:R:1 method="wB97M-V/def2-TZVPD" e_tot_ha=-1223.4367 smiles="Cc1ccc(CN2CCC(n3nccc3NC(=O)c3ccccc3C)CC2)o1" e_homo_ev=-8.3 relative_energy_ev=1.6965 charge=0 orbital_gap_ev=8.949 fmax_ev_per_a=0.92
C 2.60 -0.16 -1.10 -0.10
C 3.49 -1.35 -0.68 -0.17
N 2.18 2.21 -0.41 -0.07
H 4.28 -0.42 1.75 0.12
H 1.56 -0.47 -1.15 0.10
C -1.30 -2.01 0.23 -0.02
H 0.02 4.57 -0.93 0.10
H -1.31 -3.63 -2.68 0.09
C -3.05 1.31 2.47 -0.02
H 2.47 1.20 2.07 0.13
N -0.21 1.75 -0.32 0.18
C -1.50 -2.63 -2.29 -0.01
H 2.67 5.23 -1.11 0.10
H -4.12 -0.40 -2.51 0.10
H -5.06 -0.30 1.65 0.11
N 3.25 -1.83 0.66 -0.17
H -3.85 1.04 3.15 0.08
H -2.57 -2.48 -2.18 0.07
H -1.12 -1.91 -3.01 0.09
H -2.30 -1.68 0.45 0.09
C -3.89 -0.07 -1.51 -0.10
H -2.92 2.39 2.47 0.08
N 3.00 3.23 -0.66 0.07
C 0.88 2.59 -0.50 -0.23
C 0.88 3.94 -0.81 0.00
C 0.85 -2.56 0.42 -0.26
C -2.80 0.74 -1.28 -0.03
H 4.53 -1.03 -0.73 0.13
H -5.56 -1.08 -0.63 0.11
H 3.86 1.19 -0.01 0.15
C -2.52 1.20 0.01 -0.12
C 2.35 0.42 1.31 -0.11
C 3.25 -0.78 1.65 -0.17
O -1.56 3.28 0.67 0.10
C -4.43 0.00 0.83 -0.05
H 2.27 -3.20 1.85 0.13
H -0.22 -1.80 2.17 0.11
O 0.47 -2.79 -0.86 0.07
C -1.41 2.18 0.18 -0.42
C -4.71 -0.44 -0.45 -0.08
C -0.21 -2.07 1.13 -0.02
H -0.13 0.78 -0.61 0.13
H 2.59 -3.72 0.18 0.13
H -2.12 0.86 2.83 0.09
H 2.95 -1.21 2.61 0.12
C 2.79 0.95 -0.06 -0.27
H 2.91 0.19 -2.08 0.12
H -2.17 1.05 -2.10 0.12
C 2.23 4.28 -0.89 -0.15
H 1.31 0.12 1.29 0.09
C -0.84 -2.46 -0.97 -0.32
H 3.35 -2.18 -1.38 0.12
C -3.34 0.83 1.08 -0.22
C 2.26 -2.88 0.80 -0.11